one) {
  "formula": "C2H3N2O",
  "method": "ωB97M-V/def2-TZVPD",
  "species": ["C", "C", "N", "N", "O", "H", "H", "H"],
  "positions_angstrom": [[-0.989, -0.481, -0.038], [1.310, -0.045, -0.021], [-1.734, 1.779, 0.205], [-1.640, 0.675, 0.043], [-1.263, -1.607, -0.129], [1.445, 0.829, -0.662], [1.353, -1.058, -0.439], [1.517, -0.092, 1.041]],
  "nbo_charge": [0.545, -0.289, 0.379, -0.019, -0.307, 0.232, 0.229, 0.230],
  "gap_ev": [7.95, 7.95],
  "charge": 1
}

two) {
  "formula": "C2H3N2O",
  "method": "ωB97M-V/def2-TZVPD",
  "species": ["C", "C", "N", "N", "O", "H", "H", "H"],
  "positions_angstrom": [[0.982, 0.535, 0.148], [-1.241, -0.024, 0.068], [1.477, -1.727, -0.335], [1.472, -0.643, -0.082], [1.248, 1.666, 0.321], [-1.098, 0.240, -0.990], [-1.643, 0.976, 0.361], [-1.197, -1.022, 0.508]],
  "nbo_charge": [0.577, -0.348, 0.358, -0.031, -0.287, 0.223, 0.262, 0.245],
  "gap_ev": [7.65, 7.65],
  "charge": 1
}

How do the energies compare? Relative to the most stable structure, in hartree: one) 0.0000; two) 0.0221.

one) {
  "formula": "C4H14N3O",
  "method": "ωB97M-V/def2-TZVPD",
  "species": ["C", "C", "C", "C", "N", "N", "N", "H", "H", "H", "H", "H", "H", "H", "H", "H", "H", "H", "H", "H", "H", "O"],
  "positions_angstrom": [[0.716, -0.331, -1.983], [-0.685, -0.303, -1.468], [-0.816, -0.272, -0.010], [-1.445, 0.712, 0.645], [-1.676, 0.896, 1.992], [-0.306, -1.500, 0.529], [1.549, 0.558, -1.044], [0.846, -0.116, -3.077], [1.358, -1.317, -2.081], [-1.387, 0.398, -2.044], [-0.929, -1.248, -2.029], [-1.793, 1.353, -0.180], [-1.428, 1.712, 2.596], [-1.881, 0.020, 2.476], [0.516, -2.000, 0.352], [-1.011, -2.029, 0.974], [2.433, 0.700, -1.562], [1.030, 1.386, -0.905], [1.651, 0.074, -0.072], [1.620, 0.697, 2.805], [0.437, -0.002, 2.108], [1.201, 0.611, 1.979]],
  "nbo_charge": [-0.232, -0.495, 0.030, 0.009, -0.857, -0.913, -0.710, 0.256, 0.224, 0.252, 0.253, 0.199, 0.431, 0.393, 0.393, 0.397, 0.444, 0.438, 0.490, 0.487, 0.497, -0.987],
  "gap_ev": 8.75,
  "charge": 1
}

two) {
  "formula": "C4H14N3O",
  "method": "ωB97M-V/def2-TZVPD",
  "species": ["C", "C", "C", "C", "N", "N", "N", "H", "H", "H", "H", "H", "H", "H", "H", "H", "H", "H", "H", "H", "H", "O"],
  "positions_angstrom": [[-0.723, -0.734, -2.277], [-0.438, 0.684, -1.752], [-0.020, 0.714, -0.304], [1.168, 1.158, 0.085], [1.548, 1.366, 1.450], [-1.029, 0.307, 0.566], [0.418, -1.638, -1.876], [-0.923, -0.894, -3.341], [-1.547, -1.255, -1.783], [0.485, 0.880, -2.346], [-1.048, 1.490, -2.132], [1.960, 1.331, -0.636], [2.549, 1.505, 1.446], [1.217, 0.597, 2.024], [-1.965, 0.501, 0.259], [-0.891, 0.469, 1.550], [0.540, -1.607, -0.859], [0.172, -2.601, -2.096], [1.331, -1.441, -2.282], [-0.929, -1.019, 4.603], [-1.086, 0.281, 5.265], [-0.790, -0.095, 4.436]],
  "nbo_charge": [-0.210, -0.452, 0.034, -0.065, -0.811, -0.850, -0.674, 0.239, 0.218, 0.218, 0.266, 0.195, 0.386, 0.377, 0.387, 0.407, 0.456, 0.440, 0.438, 0.469, 0.479, -0.946],
  "gap_ev": 7.67,
  "charge": 1
}

How do the energies compare? Relative to the most stable structure, in hartree: one) 0.0522; two) 0.0000.

one) {
  "formula": "C9H11O3",
  "method": "ωB97M-V/def2-TZVPD",
  "species": ["C", "C", "C", "C", "C", "C", "C", "O", "H", "H", "H", "H", "H", "H", "H", "H", "C", "C", "O", "O", "H", "H", "H"],
  "positions_angstrom": [[-3.572, 0.402, -2.160], [-0.225, 1.420, -0.561], [-0.302, 0.740, 0.657], [-1.324, 1.371, -1.413], [-2.507, 0.733, -1.118], [-1.578, 0.227, 1.076], [-2.645, 0.259, 0.189], [0.633, 0.677, 1.605], [0.654, 1.798, -1.076], [-1.273, 1.761, -2.431], [-1.598, -0.212, 2.064], [1.470, 0.057, 1.204], [-3.738, -0.635, -2.408], [-3.233, 0.989, -3.046], [-3.599, -0.102, 0.567], [-4.486, 1.002, -2.052], [4.222, -1.793, 1.774], [3.508, -1.119, 0.598], [4.125, -0.936, -0.457], [2.283, -0.828, 0.751], [5.256, -2.014, 1.553], [3.677, -2.698, 2.055], [4.250, -1.099, 2.627]],
  "nbo_charge": [-0.627, -0.311, 0.363, -0.189, -0.101, -0.271, -0.206, -0.760, 0.221, 0.184, 0.213, 0.517, 0.212, 0.202, 0.187, 0.203, -0.724, 0.792, -0.716, -0.806, 0.202, 0.209, 0.207],
  "gap_ev": 7.89,
  "charge": -1
}

two) {
  "formula": "C9H11O3",
  "method": "ωB97M-V/def2-TZVPD",
  "species": ["C", "C", "O", "O", "H", "H", "H", "C", "C", "C", "C", "C", "C", "C", "O", "H", "H", "H", "H", "H", "H", "H", "H"],
  "positions_angstrom": [[1.166, 2.328, -0.448], [1.884, 3.129, 0.697], [1.169, 3.390, 1.686], [3.040, 3.522, 0.421], [0.405, 2.993, -0.878], [0.748, 1.380, -0.137], [1.868, 2.102, -1.249], [-3.106, -0.932, 0.362], [-1.074, -0.705, -1.059], [-1.630, -1.030, 0.177], [0.265, -0.807, -1.343], [1.125, -1.334, -0.372], [-0.725, -1.517, 1.102], [0.620, -1.744, 0.853], [2.459, -1.456, -0.696], [-1.750, -0.347, -1.836], [0.857, -0.484, -2.174], [-3.338, -1.264, 1.377], [-3.559, -1.658, -0.312], [-1.112, -1.942, 2.031], [2.958, -1.330, 0.134], [1.263, -2.339, 1.484], [-3.534, 0.044, 0.181]],
  "nbo_charge": [-0.742, 0.763, -0.794, -0.796, 0.195, 0.189, 0.186, -0.618, -0.176, -0.057, -0.265, 0.314, -0.180, -0.293, -0.685, 0.199, 0.234, 0.209, 0.207, 0.195, 0.484, 0.207, 0.222],
  "gap_ev": 6.79,
  "charge": -1
}

How do the energies compare? Relative to the most stable structure, in hartree: one) 0.0000; two) 0.0147.

one) {
  "formula": "C6H5FN2O",
  "method": "ωB97M-V/def2-TZVPD",
  "species": ["F", "C", "C", "C", "N", "C", "C", "C", "N", "H", "H", "H", "O", "H", "H"],
  "positions_angstrom": [[-1.659, -1.376, 0.467], [-0.673, -0.522, 0.764], [-0.075, -0.641, 2.009], [1.129, 0.025, 2.203], [1.684, 0.813, 1.279], [1.087, 0.903, 0.095], [-0.166, 0.348, -0.206], [-0.752, 0.561, -1.571], [-0.835, -0.461, -2.434], [-0.498, -1.301, 2.765], [1.717, -0.171, 3.103], [1.673, 1.312, -0.732], [-0.559, 1.637, -2.184], [-1.438, -1.225, -2.159], [-0.635, 0.096, -3.400]],
  "nbo_charge": [-0.317, 0.451, -0.334, 0.062, -0.424, 0.101, -0.238, 0.632, -0.831, 0.239, 0.203, 0.216, -0.611, 0.406, 0.447],
  "gap_ev": 10.10,
  "smiles": "NC(=O)c1cnccc1F"
}

two) {
  "formula": "C6H5FN2O",
  "method": "ωB97M-V/def2-TZVPD",
  "species": ["F", "C", "N", "C", "C", "C", "C", "C", "N", "H", "H", "H", "O", "H", "H"],
  "positions_angstrom": [[2.714, 1.842, -0.026], [1.822, 0.852, 0.091], [0.571, 1.216, 0.132], [-0.359, 0.261, 0.270], [-0.040, -1.090, 0.148], [1.311, -1.453, 0.131], [2.283, -0.464, 0.084], [-1.798, 0.708, 0.356], [-2.646, 0.353, -0.613], [-0.807, -1.839, -0.041], [1.597, -2.505, 0.119], [3.345, -0.685, -0.010], [-2.063, 1.931, 0.598], [-2.781, -0.645, -0.721], [-3.149, 1.517, -0.520]],
  "nbo_charge": [-0.308, 0.589, -0.408, 0.148, -0.259, -0.149, -0.308, 0.587, -0.829, 0.219, 0.226, 0.240, -0.615, 0.385, 0.482],
  "gap_ev": 9.55,
  "smiles": "NC(=O)c1cccc(F)n1"
}

How do the energies compare? Relative to the most stable structure, in hartree: one) 0.0000; two) 0.0433.